1.
Formula: C5H13NOS
Source: the OMol25 dataset
Level of theory: wB97M-V/def2-TZVPD

## Properties
Lowest unoccupied orbital energy (spin up / spin down), eV: -6.37 / -6.38
HOMO-LUMO gap (spin up / spin down), eV: 6.7 / 6.3
HOMO level (spin up / spin down), hartree: -0.482 / -0.467

Geometry as ORCA input:
```
! wB97M-V def2-TZVPD RIJCOSX def2/J DEFGRID3
* xyz 1 2
C -1.472 -0.443 0.370
O -2.469 -1.177 1.058
C -0.165 -0.968 1.003
C 1.177 -0.512 0.346
C 0.861 0.601 1.151
S -0.535 1.774 -1.690
C 1.033 2.392 -2.329
N -0.170 -2.447 0.559
H -1.301 -0.555 -0.707
H -1.700 0.591 0.616
H -3.337 -0.991 0.680
H -0.156 -1.159 2.089
H 2.073 -1.007 0.697
H 1.129 -0.380 -0.727
H 1.715 1.061 1.659
H 0.179 1.390 0.880
H 1.617 1.559 -2.718
H 0.803 2.995 -3.202
H 1.503 2.992 -1.566
H 0.362 -2.998 1.221
H -1.148 -2.717 0.611
*
```

Löwdin atomic charges, in units of e: -0.26 -0.04 -0.31 -0.10 0.16 0.69 -0.49 0.10 0.09 0.10 0.12 0.18 0.14 0.13 0.15 0.06 0.04 0.03 0.02 0.10 0.09

=====

2.
Formula: C17H21NO2
Source: the OMol25 dataset
Level of theory: wB97M-V/def2-TZVPD

## Properties
Lowest unoccupied orbital energy, eV: -0.63
HOMO-LUMO gap, eV: 7.9
HOMO level, hartree: -0.314
SMILES: CCCNc1ccc2c(c1)C(=O)C(CC(C)C)=CC2=O

Geometry as ORCA input:
```
! wB97M-V def2-TZVPD RIJCOSX def2/J DEFGRID3
* xyz 0 1
C 6.144 -0.983 0.292
C 4.686 -1.403 0.015
C 4.126 -0.417 -1.050
N 3.807 0.893 -0.481
C 2.453 1.116 -0.140
C 2.141 2.385 0.331
C 0.884 2.755 0.690
C -0.139 1.835 0.561
C 0.143 0.573 0.098
C 1.420 0.205 -0.228
C -1.015 -0.383 -0.028
O -0.879 -1.586 0.108
C -2.337 0.258 -0.363
C -3.380 -0.462 -1.209
C -4.533 -1.099 -0.413
C -4.101 -2.282 0.504
C -5.381 -0.089 0.370
C -2.589 1.494 0.062
C -1.558 2.194 0.900
O -1.857 2.983 1.777
H 6.766 -1.125 -0.596
H 6.594 -1.538 1.119
H 6.224 0.083 0.537
H 4.742 -2.377 -0.481
H 4.082 -1.408 0.924
H 4.964 -0.256 -1.741
H 3.327 -0.850 -1.648
H 4.346 1.081 0.355
H 2.942 3.114 0.426
H 0.640 3.742 1.068
H 1.617 -0.808 -0.558
H -2.887 -1.163 -1.890
H -3.826 0.312 -1.847
H -5.212 -1.531 -1.160
H -4.442 -3.221 0.067
H -4.531 -2.111 1.493
H -3.015 -2.336 0.610
H -4.847 0.307 1.240
H -6.263 -0.611 0.752
H -5.730 0.730 -0.266
H -3.523 1.979 -0.199
*
```

Löwdin atomic charges, in units of e: -0.12 -0.22 -0.22 0.02 -0.24 -0.02 0.00 -0.11 -0.10 0.04 -0.25 0.11 -0.12 -0.12 -0.40 -0.05 -0.09 0.06 -0.31 0.10 0.07 0.07 0.06 0.10 0.11 0.11 0.11 0.11 0.12 0.13 0.12 0.12 0.12 0.12 0.07 0.07 0.05 0.08 0.08 0.08 0.13

=====

3.
Formula: C2H6NS
Source: the OMol25 dataset
Level of theory: wB97M-V/def2-TZVPD

## Properties
Lowest unoccupied orbital energy, eV: 4.09
HOMO-LUMO gap, eV: 7.0
HOMO level, hartree: -0.107

Geometry as ORCA input:
```
! wB97M-V def2-TZVPD RIJCOSX def2/J DEFGRID3
* xyz -1 1
S -2.124 -1.865 -1.783
H -2.087 -1.781 -3.121
C 1.095 1.393 1.103
C 0.702 0.513 0.167
N -0.058 -0.594 0.382
H 1.041 1.172 2.165
H 1.481 2.384 0.907
H 0.694 0.811 -0.874
H -0.045 -0.962 1.319
H -0.699 -1.072 -0.265
*
```

Löwdin atomic charges, in units of e: -0.21 -0.47 -0.09 -0.33 0.02 0.02 0.01 0.10 0.07 -0.12

=====

4.
Formula: C20H25N3O4S2
Source: the OMol25 dataset
Level of theory: wB97M-V/def2-TZVPD

## Properties
Lowest unoccupied orbital energy, eV: -0.03
HOMO-LUMO gap, eV: 9.4
HOMO level, hartree: -0.347
SMILES: O=S(=O)(NC1CC1)c1ccc(S(=O)(=O)N(Cc2ccccn2)C2CCCC2)cc1

Geometry as ORCA input:
```
! wB97M-V def2-TZVPD RIJCOSX def2/J DEFGRID3
* xyz 0 1
O 5.731 1.021 -1.682
S 5.394 1.236 -0.304
O 6.123 2.212 0.445
N 5.495 -0.199 0.561
C 5.101 -1.361 -0.174
C 3.667 -1.787 -0.057
C 4.748 -2.597 0.592
C 3.637 1.545 -0.174
C 3.123 1.913 1.054
C 1.755 2.095 1.181
C 0.943 1.903 0.078
S -0.836 2.135 0.220
O -1.144 2.307 1.612
O -1.237 3.160 -0.697
N -1.378 0.686 -0.363
C -2.425 0.673 -1.357
C -3.824 0.783 -0.800
C -4.181 1.831 0.045
C -5.479 1.877 0.523
C -6.372 0.887 0.139
C -5.918 -0.108 -0.711
N -4.677 -0.163 -1.169
C -1.077 -0.462 0.466
C -2.279 -1.065 1.216
C -2.666 -2.301 0.410
C -1.314 -2.861 -0.026
C -0.479 -1.621 -0.364
C 1.463 1.548 -1.153
C 2.830 1.364 -1.281
H 6.394 -0.276 1.015
H 5.583 -1.467 -1.142
H 3.029 -1.200 0.586
H 3.177 -2.179 -0.935
H 5.011 -3.553 0.165
H 4.829 -2.553 1.666
H 3.799 2.055 1.882
H 1.298 2.380 2.116
H -2.237 1.541 -1.996
H -2.357 -0.238 -1.955
H -3.450 2.576 0.315
H -5.790 2.674 1.183
H -7.392 0.888 0.489
H -6.570 -0.904 -1.045
H -0.346 -0.078 1.182
H -1.959 -1.360 2.216
H -3.087 -0.346 1.319
H -3.262 -2.012 -0.456
H -3.239 -3.015 1.000
H -0.857 -3.401 0.804
H -1.398 -3.542 -0.872
H -0.558 -1.383 -1.423
H 0.576 -1.769 -0.136
H 0.794 1.424 -1.990
H 3.289 1.087 -2.217
*
```

Löwdin atomic charges, in units of e: -0.29 0.66 -0.28 -0.09 -0.36 -0.11 -0.09 -0.27 -0.03 -0.03 -0.25 0.66 -0.27 -0.27 -0.21 -0.12 -0.28 -0.01 -0.05 -0.06 -0.14 0.10 -0.30 -0.12 -0.18 -0.18 -0.12 -0.03 -0.03 0.12 0.14 0.10 0.10 0.10 0.10 0.12 0.12 0.13 0.13 0.09 0.11 0.10 0.11 0.13 0.12 0.11 0.09 0.11 0.11 0.11 0.11 0.09 0.12 0.12

=====

5.
Formula: C23H30NO4
Source: the OMol25 dataset
Level of theory: wB97M-V/def2-TZVPD

## Properties
Lowest unoccupied orbital energy, eV: 2.35
HOMO-LUMO gap, eV: 5.5
HOMO level, hartree: -0.115

Geometry as ORCA input:
```
! wB97M-V def2-TZVPD RIJCOSX def2/J DEFGRID3
* xyz -1 1
C -4.293 -0.312 0.753
O -3.701 0.718 1.576
C -2.413 0.550 1.987
C -1.749 1.666 2.562
C -0.402 1.583 2.838
C 0.356 0.396 2.561
C 1.807 0.382 2.738
C 2.698 -0.119 1.791
N 4.003 0.389 1.845
O 4.200 1.330 2.665
O 4.927 -0.069 1.114
C -0.340 -0.713 2.029
C -1.711 -0.672 1.817
H -5.080 0.210 0.208
H -3.571 -0.743 0.044
H -4.721 -1.097 1.393
H -2.332 2.574 2.745
H 0.124 2.464 3.224
H 2.146 1.244 3.292
H 2.459 -0.875 1.034
H 0.209 -1.620 1.786
H -2.247 -1.567 1.482
C 2.726 1.641 8.329
C 2.641 1.156 6.875
C 1.231 0.615 6.643
C 2.861 2.376 5.984
C 3.721 0.108 6.543
C 3.636 -0.779 5.377
O 2.789 -0.570 4.451
C 4.599 -1.893 5.312
C 4.447 -3.081 4.333
C 5.290 -4.298 4.748
C 4.949 -2.677 2.945
C 2.987 -3.524 4.225
C 5.711 -1.842 6.126
C 5.848 -0.883 7.121
C 4.870 0.082 7.304
H 3.652 2.189 8.532
H 1.896 2.332 8.523
H 2.646 0.812 9.039
H 1.136 0.246 5.621
H 1.017 -0.202 7.340
H 0.516 1.430 6.806
H 2.901 2.081 4.934
H 2.041 3.089 6.134
H 3.806 2.871 6.235
H 5.040 -4.640 5.759
H 5.095 -5.120 4.045
H 6.364 -4.081 4.694
H 4.251 -1.986 2.461
H 5.932 -2.190 3.014
H 5.035 -3.578 2.320
H 2.363 -2.665 3.954
H 2.903 -4.302 3.455
H 2.644 -3.926 5.186
H 6.501 -2.584 6.022
H 6.702 -0.914 7.792
H 5.006 0.807 8.103
*
```

Löwdin atomic charges, in units of e: -0.07 -0.10 -0.27 -0.01 -0.01 -0.18 -0.02 -0.04 -0.37 0.01 -0.01 -0.02 -0.03 0.09 0.09 0.09 0.12 0.12 0.09 0.13 0.12 0.10 -0.09 -0.55 -0.05 -0.05 -0.10 -0.28 -0.13 -0.09 -0.55 -0.09 -0.05 -0.06 -0.09 -0.14 -0.09 0.07 0.08 0.09 0.06 0.09 0.07 0.06 0.08 0.09 0.09 0.07 0.07 0.05 0.10 0.08 0.07 0.07 0.09 0.09 0.08 0.09

=====

6.
Formula: C5H6N2
Source: the OMol25 dataset
Level of theory: wB97M-V/def2-TZVPD

## Properties
Lowest unoccupied orbital energy (spin up / spin down), eV: 0.24 / -0.04
HOMO-LUMO gap (spin up / spin down), eV: 7.9 / 7.0
HOMO level (spin up / spin down), hartree: -0.283 / -0.259

Geometry as ORCA input:
```
! wB97M-V def2-TZVPD RIJCOSX def2/J DEFGRID3
* xyz 0 1
C -0.077 0.819 -1.258
C 0.869 1.533 -0.313
C 0.224 0.640 0.718
N 0.748 -0.395 1.488
C 0.064 -1.445 1.183
C -0.882 -1.224 0.028
N -0.724 0.213 -0.151
H -0.365 -1.483 -0.891
H -0.707 1.306 -1.991
H 1.944 1.354 -0.402
H 0.662 2.601 -0.212
H 0.173 -2.389 1.707
H -1.882 -1.664 0.072
*
```

Löwdin atomic charges, in units of e: -0.08 -0.10 -0.30 0.12 -0.11 -0.10 -0.07 0.12 0.07 0.11 0.11 0.11 0.12

=====

Energy relative to the best compared isomer or geometry (same formula, charge and spin) for the records above, in order: 469.96; 156.64; 41.84; 180.95; 0.00; 441.67 kJ/mol